The following is a DFT calculation (wB97M-V/def2-TZVPD) of a structure of composition C18H19AuBrNO2SSe2.

The value obtained for the strongest force on any atom is 0.9 eV/A. The multiplicity is 3. The calculation puts the total energy at -239805.1866 eV. For the frontier orbital gap (spin up / spin down), the calculation gives 8.2 / 3.7 eV. As for the expectation value of S²: 2.0182. The energy above the lowest of the compared OMol25 structures with the same formula, charge and spin is 8.94 kcal per mole. Its total charge is +2.

Atoms and positions in Å:
Au -0.36 -0.37 -1.12
C -0.92 2.98 1.31
Se 0.52 1.77 0.88
C 0.55 0.70 2.51
C -0.77 0.05 2.84
Se -1.44 -1.24 1.53
C -0.23 -2.69 1.89
H -0.61 3.56 2.18
H -1.84 2.43 1.53
H -1.07 3.62 0.45
H 0.86 1.38 3.30
H 1.34 -0.03 2.34
H -1.58 0.78 2.98
H -0.68 -0.51 3.77
H -0.07 -2.75 2.96
H 0.70 -2.52 1.36
H -0.71 -3.60 1.53
S -3.16 0.15 -4.61
C -1.77 -0.14 -3.69
N -1.91 0.02 -2.39
C -3.20 0.42 -2.05
C -3.69 0.72 -0.78
C -5.00 1.13 -0.66
C -5.84 1.23 -1.78
C -5.37 0.94 -3.04
C -4.04 0.54 -3.16
H -0.84 -0.44 -4.15
H -3.04 0.63 0.08
H -5.40 1.37 0.32
H -6.86 1.54 -1.65
H -6.01 1.02 -3.91
Br 5.58 -2.58 2.80
C 5.22 -1.63 1.22
C 6.26 -1.10 0.47
C 5.99 -0.41 -0.71
C 4.68 -0.26 -1.14
C 3.65 -0.78 -0.37
C 3.91 -1.47 0.81
C 2.26 -0.60 -0.82
O 1.95 -0.19 -1.94
O 1.29 -0.86 0.04
H 7.28 -1.22 0.82
H 6.80 -0.01 -1.29
H 4.46 0.26 -2.06
H 3.11 -1.89 1.40